Entry 1:
42
Properties=species:S:1:pos:R:3:mulliken_spin:R:1 method="wB97M-V/def2-TZVPD" homo_lumo_gap_ev="1.96 / 8.86" total_charge=-1 spin_multiplicity=2 e_lumo_ev="2.347 / 2.251" s_squared=0.7504
C 3.363 -1.707 1.211 0.348
C 2.369 -0.569 1.019 -0.440
C 1.814 -0.530 -0.405 -0.153
C 0.909 0.666 -0.649 0.079
C 1.350 1.914 -0.600 0.193
C 0.612 3.136 -0.992 -0.025
C 0.214 3.305 -2.242 0.060
N 1.308 -0.798 2.018 0.117
H 2.930 -2.670 0.950 -0.145
H 3.764 -1.738 2.225 0.035
H 4.251 -1.526 0.592 -0.041
H 2.822 0.402 1.214 -0.026
H 1.425 -1.490 -0.745 0.708
H 2.695 -0.412 -1.058 -0.126
H -0.015 0.282 -1.076 -0.143
H 2.381 2.037 -0.267 -0.011
H 0.541 3.853 -0.180 0.005
H 0.350 2.557 -3.012 -0.087
H -0.343 4.174 -2.582 -0.003
H 0.934 -1.738 1.918 -0.033
H 0.504 -0.182 1.941 -0.014
H -1.223 -2.254 -1.453 0.009
H -1.961 -0.848 -1.492 0.089
O -1.772 -1.617 -0.947 0.260
H -3.145 1.535 0.081 -0.024
H -1.851 1.445 -0.645 -0.014
O -2.782 1.656 -0.807 0.116
H 0.606 1.189 4.245 -0.014
H 1.777 0.429 3.635 0.008
O 1.473 1.334 3.857 0.026
H -1.286 0.255 -4.047 -0.047
H -2.502 0.993 -3.513 0.028
O -2.173 0.103 -3.695 0.096
H 0.497 -3.861 -1.681 0.171
H 0.289 -3.332 -3.135 -0.059
O -0.152 -3.427 -2.267 0.026
H -1.234 1.608 1.979 -0.011
H -1.744 0.727 3.079 -0.004
O -1.795 0.833 2.121 -0.006
H -1.823 -2.276 1.373 0.009
H -3.030 -1.808 2.157 0.010
O -2.420 -2.546 2.078 0.032

Entry 2:
70
Properties=species:S:1:pos:R:3:lowdin_charge:R:1 method="wB97M-V/def2-TZVPD" de_lowest_kcal_mol=52.0 smiles="C[N+](=O)[O-].C[N+](=O)[O-].C[N+](=O)[O-].C[N+](=O)[O-].C[N+](=O)[O-].C[N+](=O)[O-].C[N+](=O)[O-].C[N+](=O)[O-].C[N+](=O)[O-].C[N+](=O)[O-]" homo_lumo_gap_ev=9.96 total_charge=0 spin_multiplicity=1 e_lumo_ev=-0.797
C -0.894 1.857 -3.078 0.027
N -2.157 1.892 -2.280 -0.432
O -2.396 2.884 -1.670 0.092
O -2.949 0.959 -2.559 0.017
H -0.359 0.910 -3.009 0.074
H -0.298 2.713 -2.761 0.089
H -1.267 2.022 -4.089 0.105
C 0.251 -1.283 0.586 0.078
N 0.010 0.157 0.176 -0.376
O 0.446 0.548 -0.881 0.034
O -0.641 0.881 0.960 0.025
H -0.753 -1.707 0.566 0.078
H 0.506 -1.322 1.645 0.096
H 0.928 -1.746 -0.133 0.079
C 0.507 4.247 0.350 0.055
N 1.191 5.387 1.072 -0.438
O 0.662 6.411 1.028 0.128
O 2.280 5.095 1.680 0.000
H 1.173 3.414 0.121 0.069
H 0.223 4.759 -0.569 0.103
H -0.265 3.785 0.965 0.071
C -5.003 -2.031 1.588 0.065
N -3.764 -1.161 1.675 -0.437
O -2.761 -1.651 2.166 0.038
O -3.815 -0.100 1.111 0.068
H -5.889 -1.652 2.098 0.100
H -4.677 -3.012 1.933 0.096
H -5.159 -1.988 0.510 0.098
C -2.208 3.042 2.971 0.044
N -3.004 3.572 4.134 -0.442
O -3.132 4.768 4.217 0.070
O -3.420 2.814 4.988 0.058
H -1.386 3.751 2.864 0.086
H -2.798 2.874 2.071 0.103
H -1.858 2.024 3.139 0.068
C 2.725 -0.799 -3.095 0.028
N 3.931 -1.071 -2.245 -0.422
O 5.011 -1.171 -2.696 0.110
O 3.732 -1.034 -1.006 0.004
H 2.844 -1.411 -3.989 0.089
H 2.602 0.260 -3.322 0.082
H 1.821 -1.127 -2.581 0.065
C 2.548 -5.616 -2.802 0.066
N 1.795 -4.332 -2.474 -0.391
O 1.798 -3.476 -3.330 0.037
O 1.172 -4.201 -1.424 0.057
H 3.054 -6.032 -1.931 0.097
H 3.243 -5.600 -3.642 0.101
H 1.766 -6.359 -2.956 0.100
C 4.230 2.504 -0.414 0.069
N 3.716 2.434 -1.817 -0.433
O 2.571 2.184 -2.056 0.024
O 4.485 2.598 -2.746 0.068
H 3.786 3.364 0.087 0.087
H 5.307 2.554 -0.569 0.101
H 4.063 1.601 0.173 0.097
C -0.342 -0.579 4.837 0.032
N -0.027 -0.435 6.245 -0.465
O -0.143 -1.398 6.990 0.055
O 0.378 0.602 6.680 0.079
H -1.095 0.139 4.510 0.091
H -0.681 -1.610 4.735 0.101
H 0.545 -0.392 4.232 0.101
C -1.618 -2.936 -2.800 0.061
N -1.868 -4.216 -2.046 -0.443
O -2.034 -5.249 -2.614 0.082
O -1.999 -4.114 -0.795 0.007
H -1.135 -3.351 -3.685 0.095
H -0.919 -2.402 -2.156 0.073
H -2.585 -2.440 -2.881 0.107

Entry 3:
87
Properties=species:S:1:pos:R:3:mulliken_spin:R:1 method="wB97M-V/def2-TZVPD" homo_lumo_gap_ev="8.24 / 5.21" total_charge=0 spin_multiplicity=3 e_lumo_ev="0.342 / -2.658" s_squared=2.0421
Au -0.822 0.012 0.239 0.562
C 1.405 -3.018 -6.061 0.002
C -0.020 -2.462 -6.217 0.000
C -0.877 -3.532 -6.895 0.000
C 0.009 -1.217 -7.117 -0.001
C -0.559 -2.065 -4.847 0.021
C 0.117 -1.121 -4.094 -0.056
C -0.349 -0.742 -2.849 0.063
Se 0.805 0.434 -1.838 0.263
C 2.025 -0.947 -1.272 0.185
C 3.188 -1.059 -1.982 0.080
C 4.105 -2.086 -1.699 0.074
C 3.891 -2.835 -0.533 -0.095
C 2.778 -2.718 0.265 0.045
C 1.678 -1.894 -0.225 0.178
O 0.504 -2.035 0.164 0.304
C 2.707 -3.531 1.559 0.066
C 2.451 -5.000 1.183 0.032
C 1.612 -3.071 2.529 -0.009
C 4.047 -3.401 2.303 0.017
C 5.275 -2.407 -2.607 0.056
C 5.340 -1.493 -3.834 0.016
C 6.596 -2.281 -1.835 0.033
C 5.086 -3.851 -3.106 0.032
C -1.554 -1.221 -2.289 -0.016
O -2.071 -0.759 -1.172 0.102
C -2.212 -2.248 -3.036 0.005
C -1.701 -2.621 -4.269 0.001
C -3.418 -2.970 -2.424 0.001
C -4.562 -1.970 -2.193 0.001
C -2.967 -3.598 -1.092 -0.005
C -3.937 -4.096 -3.322 0.001
H 1.793 -3.336 -7.031 0.000
H 1.400 -3.879 -5.390 0.000
H 2.083 -2.268 -5.652 -0.002
H -0.460 -3.761 -7.877 0.000
H -1.902 -3.188 -7.036 0.000
H -0.886 -4.453 -6.310 0.000
H 0.355 -1.480 -8.119 0.000
H 0.675 -0.453 -6.716 -0.001
H -0.991 -0.788 -7.201 0.000
H 1.039 -0.676 -4.452 -0.011
H 3.378 -0.350 -2.776 -0.011
H 4.651 -3.546 -0.241 0.000
H 1.497 -5.096 0.663 -0.004
H 2.419 -5.613 2.085 0.002
H 3.240 -5.381 0.532 -0.001
H 0.624 -3.153 2.092 0.004
H 1.768 -2.032 2.826 0.002
H 1.645 -3.691 3.426 0.000
H 4.876 -3.840 1.748 0.000
H 3.984 -3.918 3.261 0.000
H 4.267 -2.350 2.490 -0.004
H 5.454 -0.446 -3.551 -0.001
H 4.448 -1.603 -4.452 -0.003
H 6.203 -1.772 -4.438 0.000
H 6.713 -1.265 -1.456 -0.001
H 7.435 -2.503 -2.496 0.001
H 6.637 -2.968 -0.990 -0.002
H 4.148 -3.936 -3.658 -0.004
H 5.059 -4.563 -2.282 -0.001
H 5.903 -4.126 -3.774 0.001
H -2.213 -3.399 -4.814 0.001
H -4.258 -1.191 -1.501 -0.001
H -5.432 -2.485 -1.779 0.000
H -4.852 -1.505 -3.137 0.000
H -2.625 -2.835 -0.399 0.008
H -2.141 -4.290 -1.270 0.000
H -3.790 -4.146 -0.629 0.000
H -4.281 -3.712 -4.284 0.000
H -4.786 -4.575 -2.832 0.000
H -3.172 -4.855 -3.487 0.000
O 3.115 0.064 2.082 0.002
C 3.390 1.346 1.772 0.005
C 4.727 1.740 1.722 0.003
C 5.062 3.040 1.405 0.001
C 4.073 3.985 1.143 0.000
C 2.748 3.607 1.184 0.001
C 2.388 2.291 1.482 0.002
C 0.985 1.873 1.254 -0.002
O 0.193 2.592 0.645 0.005
O 0.667 0.645 1.614 0.060
H 2.137 -0.030 2.050 -0.010
H 5.487 0.998 1.932 0.001
H 6.106 3.318 1.346 0.000
H 4.341 5.005 0.905 0.000
H 1.953 4.308 0.970 0.000

Entry 4:
14
Properties=species:S:1:pos:R:3:mulliken_spin:R:1 method="wB97M-V/def2-TZVPD" de_lowest_kcal_mol=0.0 homo_lumo_gap_ev="6.11 / 6.99" total_charge=+1 spin_multiplicity=2 e_lumo_ev="-6.579 / -6.338" s_squared=0.7577
H -0.088 1.416 0.943 0.001
O -2.269 0.940 0.440 0.002
C -0.913 0.827 0.112 0.019
C -0.504 -0.551 -0.100 -0.036
C 0.585 -0.875 -1.098 0.020
C 1.061 -1.082 0.314 -0.023
O 1.904 -0.260 0.904 0.021
Bi 2.183 1.531 1.632 1.021
H -2.598 1.800 0.166 0.001
H -0.636 1.481 -0.730 -0.029
H -1.277 -1.306 0.069 0.000
H 1.027 -0.016 -1.610 0.003
H 0.439 -1.778 -1.699 -0.002
H 1.085 -2.128 0.658 0.003

Entry 5:
47
Properties=species:S:1:pos:R:3:mulliken_spin:R:1 method="wB97M-V/def2-TZVPD" de_lowest_kcal_mol=43.9 homo_lumo_gap_ev="4.55 / 4.29" total_charge=+3 spin_multiplicity=2 e_lumo_ev="-12.988 / -13.245" s_squared=0.7572
Ir -0.426 -0.978 -0.519 0.830
N -0.609 -1.278 1.633 -0.009
C 0.636 -1.486 2.422 -0.003
C 1.320 -2.764 1.953 0.008
C 2.679 -2.557 1.330 -0.003
C 2.671 -1.621 0.140 -0.001
N 1.552 -1.879 -0.817 0.008
H -1.118 -0.475 1.997 0.000
H -1.203 -2.091 1.767 0.001
H 0.385 -1.575 3.478 -0.001
H 1.265 -0.601 2.327 0.000
H 0.659 -3.276 1.243 0.000
H 1.443 -3.450 2.789 0.000
H 3.062 -3.534 1.026 0.001
H 3.397 -2.176 2.057 0.000
H 3.621 -1.732 -0.382 -0.002
H 2.624 -0.572 0.446 0.000
H 1.453 -2.886 -0.950 0.000
H 1.799 -1.501 -1.732 0.004
N -2.188 -1.687 -4.241 0.000
C -1.851 -1.680 -2.974 0.006
O -0.750 -1.213 -2.586 -0.005
C -2.787 -2.208 -1.948 -0.009
C -2.096 -2.368 -0.622 0.014
H -1.568 -1.306 -4.943 0.000
H -3.066 -2.071 -4.557 0.000
H -3.178 -3.176 -2.281 -0.001
H -3.639 -1.528 -1.887 0.001
H -1.471 -3.255 -0.547 0.006
H -2.747 -2.219 0.235 0.000
C -2.546 3.031 -0.462 0.024
C -1.252 2.311 -0.267 -0.004
O -1.206 1.095 -0.469 0.145
C -0.067 3.087 0.218 -0.004
C -0.096 4.460 0.316 -0.001
C 1.023 5.171 0.879 0.002
C 2.191 4.497 1.257 -0.002
C 2.238 3.133 1.124 -0.001
C 1.120 2.432 0.576 -0.018
H -3.349 2.321 -0.628 0.000
H -2.481 3.687 -1.337 0.000
H -2.774 3.657 0.402 0.002
H -0.944 5.026 -0.046 0.000
H 0.940 6.237 1.055 0.000
H 3.025 5.041 1.681 0.000
H 3.124 2.594 1.434 0.000
H 1.184 1.361 0.409 0.012

Entry 6:
26
Properties=species:S:1:pos:R:3:lowdin_charge:R:1 method="wB97M-V/def2-TZVPD" de_lowest_kcal_mol=217.3 homo_lumo_gap_ev="6.03 / 6.03" total_charge=-1 spin_multiplicity=1 e_lumo_ev="3.460 / 3.460"
C -1.774 -0.543 -1.163 -0.086
N -1.557 -0.544 0.213 0.020
C -0.815 0.545 0.738 -0.273
C -0.982 0.715 2.255 -0.048
C -0.577 -0.761 2.450 -0.068
C -0.303 -0.862 0.961 -0.237
C 0.944 -0.999 0.244 -0.172
N 1.688 -2.100 0.202 -0.137
O 1.472 -3.203 0.829 -0.226
C 1.121 0.220 -0.462 -0.048
N 2.233 0.153 -1.861 -0.073
O 1.600 0.564 -3.050 -0.192
C 0.107 1.180 -0.225 -0.200
N 0.031 2.437 -0.653 -0.105
O -0.895 3.346 -0.226 -0.295
H -2.456 0.216 -1.405 0.078
H -0.746 -0.281 -1.687 0.096
H -2.112 -1.455 -1.655 0.083
H -0.308 1.367 2.715 0.101
H -1.969 0.848 2.461 0.072
H -1.572 -1.234 2.842 0.133
H 0.290 -1.198 2.983 0.117
H 2.522 -2.038 -0.353 0.129
H 2.946 0.944 -1.618 0.105
H 0.677 0.100 -2.991 0.112
H 0.437 2.582 -1.543 0.113